Entry 1:
DFT (the ωB97M-V functional and the def2-TZVPD basis) results for a structure of composition C37H29BrClF4MoN4OPS2.

CARTESIAN COORDINATES (ANGSTROEM)
O  -0.480  2.060  1.043
C  -0.913  -2.886  -0.932
H  -0.506  4.076  0.542
H  -6.387  0.413  -0.370
F  3.235  -2.875  5.814
H  -5.265  1.172  1.738
C  2.266  -2.531  5.012
C  -1.371  2.197  -3.708
H  -2.027  4.774  -1.611
H  -2.096  3.362  0.862
Br  -1.203  -1.224  2.228
C  -1.244  2.860  -1.057
H  2.432  -2.916  1.160
C  2.170  1.355  2.561
H  -0.556  0.331  -3.037
N  -0.845  1.638  -1.448
C  -1.795  3.459  -3.301
C  3.232  -0.932  0.809
C  -3.315  0.698  1.017
C  2.467  3.638  4.144
H  4.176  1.793  1.891
H  -2.527  -0.584  -1.905
H  -2.169  4.174  -4.025
C  5.324  -2.259  -0.461
H  6.148  -0.306  -0.806
C  -1.125  3.191  0.400
H  4.409  3.798  3.257
C  1.514  -1.335  3.041
H  2.591  4.519  4.761
C  -2.215  -3.203  -0.262
C  3.484  3.237  3.295
H  0.291  1.104  3.628
H  1.499  3.456  -1.358
C  3.344  2.099  2.502
C  -1.722  3.794  -1.960
C  4.275  -0.206  0.229
S  3.302  1.122  -2.691
Cl  -5.188  -0.673  -2.757
H  4.296  0.874  0.263
H  3.142  -1.153  -3.579
Mo  -0.314  0.175  0.079
C  4.271  -2.987  0.081
H  -1.403  1.899  -4.747
P  1.852  -0.196  1.685
C  -4.517  -0.132  -1.286
C  3.228  -2.330  0.714
C  -0.902  1.319  -2.760
H  -2.088  -4.043  0.424
H  -2.633  -2.373  0.287
C  -3.149  -0.196  -1.111
C  -0.061  -2.599  4.394
C  5.321  -0.871  -0.391
H  4.279  -4.069  0.037
N  1.449  0.394  -1.147
C  2.210  1.446  -1.443
H  0.530  3.157  4.948
H  6.155  -2.774  -0.927
C  -5.311  0.363  -0.256
C  -4.688  0.783  0.909
C  2.524  -1.707  3.923
H  -2.812  1.023  1.918
F  -1.297  -3.003  4.617
N  -0.212  -1.740  -0.953
F  0.721  -3.748  6.269
C  1.300  2.880  4.240
H  -0.059  2.295  1.898
C  2.736  -0.476  -2.840
S  -0.200  -4.116  -1.849
H  -2.942  -3.513  -1.017
H  1.803  2.713  0.234
F  3.756  -1.264  3.743
C  1.156  1.744  3.461
N  -2.543  0.204  0.025
C  0.931  -1.885  -1.753
C  2.154  2.788  -0.793
H  3.141  3.250  -0.778
C  1.091  -3.106  -2.300
C  0.972  -2.981  5.249
H  1.889  -3.458  -2.939
C  1.754  -0.704  -1.939
C  0.241  -1.792  3.321

Forces on the atoms, in the same order (eV/Å):
O -0.181 0.132 0.053
C -0.009 0.083 0.011
H 0.033 0.061 0.039
H 0.011 0.002 0.003
F 0.060 -0.017 0.054
H 0.013 -0.003 -0.030
C 0.024 0.006 -0.001
C -0.023 0.023 -0.052
H 0.001 -0.021 -0.018
H -0.080 -0.004 0.011
Br 0.022 0.063 -0.009
C 0.016 -0.004 -0.004
H 0.003 0.010 0.010
C 0.042 -0.002 0.090
H 0.011 -0.009 -0.001
N 0.012 -0.015 -0.100
C -0.011 0.011 -0.033
C 0.055 -0.030 0.012
C 0.047 0.014 -0.027
C -0.035 0.019 0.028
H 0.012 0.012 0.020
H -0.005 -0.047 0.019
H 0.010 -0.015 0.018
C 0.014 -0.012 -0.016
H -0.028 -0.015 0.017
C 0.123 -0.155 -0.020
H -0.021 -0.016 0.002
C 0.033 0.038 -0.004
H -0.005 -0.017 -0.007
C 0.030 0.036 -0.098
C 0.042 -0.039 -0.060
H -0.009 0.028 -0.035
H -0.003 0.001 -0.002
C -0.002 0.067 0.048
C -0.026 0.039 0.003
C 0.041 -0.029 0.045
S 0.048 0.060 -0.110
Cl -0.018 -0.001 -0.013
H 0.020 -0.042 0.003
H -0.031 0.043 0.029
Mo 0.109 -0.149 0.112
C 0.007 0.001 -0.008
H 0.000 0.009 0.008
P -0.126 -0.057 -0.116
C -0.051 -0.030 -0.056
C 0.011 0.002 0.036
C 0.045 0.032 0.094
H -0.002 0.007 0.008
H -0.030 0.071 -0.016
C 0.094 -0.032 0.090
C -0.038 -0.034 0.017
C 0.002 0.009 0.008
H -0.002 0.024 0.005
N 0.059 0.196 0.049
C -0.050 -0.053 0.019
H 0.008 -0.020 -0.018
H -0.018 0.010 0.014
C -0.033 0.023 0.057
C -0.077 0.013 -0.003
C -0.003 0.018 -0.031
H -0.002 0.028 -0.003
F 0.036 0.022 -0.025
N 0.040 -0.181 -0.056
F -0.018 -0.049 0.056
C 0.050 0.072 -0.004
H 0.115 -0.009 0.041
C 0.091 -0.038 -0.050
S 0.008 -0.123 -0.028
H 0.026 -0.009 0.024
H 0.006 0.002 -0.024
F 0.024 0.023 -0.049
C -0.051 -0.076 -0.008
N -0.087 -0.033 0.037
C -0.091 0.133 0.064
C -0.047 -0.013 -0.055
H 0.002 -0.003 -0.025
C 0.071 -0.097 -0.065
C -0.032 -0.010 0.010
H -0.064 0.035 0.037
C -0.127 0.037 0.032
C -0.088 -0.007 -0.051

Calculated values
Max |F|   0.0045 Eh/bohr
Charge   +4
Highest occupied orbital energy (alpha / beta)   -0.715 / -0.715 hartree
Relative energy (zero: lowest compared OMol25 entry of this formula, charge and spin)   0.00 kcal/mol
2S+1   3
E_tot   -173060.6257 eV
Expectation value of S²   2.040

Atom charges from the Mulliken analysis, given in e for atoms 1 to 4: number 1, O, carries 0.15; number 2, C, carries 0.25; number 3, H, carries 0.63; number 4, H, carries 0.54


Entry 2:
DFT (the ωB97M-V functional and the def2-TZVPD basis) results for a structure of composition C37H29Cl3GeN9ORuS2.

CARTESIAN COORDINATES (ANGSTROEM)
C  2.427  2.802  -2.328
H  -0.045  3.773  1.503
H  -1.425  5.800  1.754
C  3.449  -2.125  2.196
C  1.374  1.364  0.537
H  2.276  0.082  -4.087
N  -2.512  0.701  -2.858
C  2.842  2.720  -5.116
H  -5.837  1.076  1.056
C  -0.668  -3.252  -1.029
C  0.424  6.730  -0.925
Cl  -5.881  3.221  2.956
H  -2.726  2.734  -2.858
C  -3.797  0.440  0.993
N  1.436  -1.344  1.392
H  -3.107  3.103  3.651
N  -0.178  -1.525  3.045
C  -2.331  -2.324  -2.890
H  0.820  3.437  -5.272
C  4.356  -1.627  -0.845
C  4.444  2.487  1.411
C  1.052  4.504  -0.189
H  1.009  0.145  -2.990
H  0.557  7.559  -1.609
H  3.869  1.652  1.795
C  -2.279  1.561  2.424
C  -4.839  1.226  1.441
H  5.271  -2.002  -0.419
H  -0.827  -1.063  2.398
C  2.770  -1.617  1.151
H  -0.410  -1.655  4.011
S  2.391  -2.291  3.558
C  1.421  3.174  -3.229
H  4.481  -2.425  2.254
H  -3.002  -1.920  -3.637
C  5.949  4.592  0.419
C  -0.525  6.809  0.086
H  4.315  4.942  -0.912
H  6.085  2.146  2.753
H  4.825  2.062  -4.630
H  -1.134  7.698  0.191
H  0.473  3.540  -2.853
C  -1.563  -1.471  -2.109
C  0.096  4.605  0.823
H  1.589  1.472  1.606
C  1.617  3.136  -4.602
O  -1.535  -0.194  0.936
C  1.202  5.587  -1.061
N  -2.175  1.961  -2.525
H  -0.690  2.873  -1.262
N  2.169  -0.913  -1.074
S  4.230  -1.290  -2.529
N  -0.720  0.742  -1.510
H  6.533  5.416  0.029
C  6.452  3.811  1.451
Ge  2.144  2.862  -0.363
C  -2.454  0.573  1.428
C  -3.309  2.365  2.887
H  4.467  2.142  -2.202
C  -1.115  1.985  -1.706
C  -4.584  2.205  2.384
C  5.698  2.758  1.947
C  3.862  2.368  -4.242
C  4.695  4.318  -0.109
C  -0.688  5.745  0.962
N  1.798  -0.390  -3.332
H  -1.392  -5.171  -1.674
N  -2.274  -3.641  -2.741
H  1.930  5.539  -1.864
H  0.004  -3.629  -0.269
H  3.004  2.691  -6.186
C  -1.619  -0.005  -2.213
C  -1.441  -4.098  -1.807
C  3.921  3.262  0.377
Ru  0.427  -0.270  -0.093
Cl  -4.152  -0.794  -0.182
C  2.590  -0.798  -2.305
N  -0.730  -1.932  -1.177
C  3.654  2.417  -2.867
Cl  -0.729  1.749  3.202
C  3.182  -1.382  -0.236
H  7.429  4.023  1.866
C  1.080  -1.659  2.610

Forces on the atoms, in the same order (eV/Å):
C -0.120 -0.092 -0.047
H -0.001 -0.006 0.010
H -0.001 -0.008 -0.004
C 0.114 -0.044 0.084
C -0.126 -0.159 0.057
H -0.006 0.014 0.000
N -0.011 0.059 -0.069
C -0.087 0.007 0.037
H 0.005 -0.010 -0.002
C 0.023 0.024 0.050
C 0.017 -0.017 -0.004
Cl 0.066 -0.047 -0.030
H -0.001 0.014 0.012
C -0.070 0.093 -0.041
N -0.002 0.124 -0.273
H 0.000 -0.003 -0.002
N 0.021 -0.210 -0.095
C 0.015 -0.082 0.008
H 0.010 -0.002 -0.007
C 0.129 -0.072 0.020
C 0.068 0.013 -0.075
C -0.053 0.030 -0.020
H -0.054 0.032 -0.020
H 0.000 0.002 -0.001
H -0.032 -0.016 0.016
C -0.032 0.027 0.171
C -0.064 0.002 -0.026
H -0.010 -0.001 0.012
H -0.004 0.054 0.021
C -0.027 0.035 -0.281
H 0.002 0.070 0.021
S -0.015 0.007 0.003
C 0.111 0.009 0.029
H 0.002 0.009 -0.002
H -0.013 -0.021 -0.011
C -0.029 0.002 -0.017
C 0.014 -0.006 -0.002
H 0.001 -0.008 -0.003
H 0.003 -0.005 0.002
H 0.021 0.005 -0.007
H -0.002 -0.001 -0.002
H 0.109 0.030 -0.082
C -0.065 0.358 -0.097
C -0.028 -0.036 -0.057
H 0.008 -0.045 0.049
C 0.086 -0.096 -0.029
O 0.452 -0.153 0.463
C -0.045 0.027 0.106
N 0.078 0.048 0.091
H -0.077 -0.049 0.044
N 0.201 0.475 0.248
S 0.032 0.076 -0.110
N -0.015 0.178 -0.059
H 0.000 0.001 0.000
C 0.006 -0.003 0.002
Ge 0.091 0.182 -0.091
C 0.013 0.172 -0.293
C 0.037 0.030 0.022
H -0.003 0.022 -0.001
C -0.141 -0.184 0.013
C -0.014 0.024 0.015
C -0.023 -0.009 -0.007
C 0.005 -0.018 0.023
C -0.027 -0.004 0.044
C 0.019 -0.015 0.002
N -0.100 0.155 -0.072
H 0.016 -0.004 0.011
N 0.042 0.039 0.038
H 0.007 0.010 -0.003
H 0.001 0.006 0.001
H 0.002 0.005 0.001
C 0.054 -0.363 -0.020
C -0.093 0.024 -0.091
C 0.069 0.000 0.017
Ru -0.357 -0.267 -0.371
Cl -0.042 -0.030 0.070
C 0.035 -0.166 0.144
N 0.235 0.006 0.235
C 0.004 -0.133 0.043
Cl -0.054 -0.041 -0.134
C -0.310 -0.068 0.150
H 0.000 0.002 0.002
C -0.069 -0.008 0.168

Calculated values
Max |F|   0.0129 Eh/bohr
Highest occupied orbital energy (alpha / beta)   -0.218 / -0.265 hartree
Relative energy (zero: lowest compared OMol25 entry of this formula, charge and spin)   9.15 kcal/mol
2S+1   2
E_tot   -172634.8460 eV
Expectation value of S²   0.757

Atom charges from the Mulliken analysis, given in e for atoms 1 to 4: number 1, C, carries 0.26; number 2, H, carries 0.19; number 3, H, carries 0.46; number 4, C, carries -0.15


Entry 3:
DFT (the ωB97M-V functional and the def2-TZVPD basis) results for a structure of composition C37H29N4O2PSW.

CARTESIAN COORDINATES (ANGSTROEM)
C  1.228  -3.820  2.668
H  2.470  -5.376  3.510
N  2.242  -0.521  1.384
C  -4.109  2.130  -0.292
C  2.039  1.695  2.178
C  -0.019  -4.465  2.805
C  4.267  0.816  2.021
C  -2.110  0.241  -2.153
C  -2.916  -0.897  -2.112
H  4.972  0.053  1.730
N  0.080  -1.925  1.679
H  4.295  3.945  3.372
C  -5.276  2.421  0.393
S  0.493  -1.915  -1.229
C  -1.164  -3.837  2.390
H  -0.659  3.125  -0.124
C  -1.071  -2.565  1.818
C  0.863  -2.310  -3.891
O  1.117  2.661  -2.524
H  -2.554  0.269  2.091
H  -3.977  2.493  -1.305
C  -0.161  2.407  2.325
C  2.921  0.634  1.852
O  1.248  1.214  -0.849
H  2.383  -0.460  -6.302
C  2.460  -4.386  3.075
H  -6.044  3.019  -0.079
C  -2.883  -1.010  -4.511
W  0.533  -0.173  0.468
C  1.562  3.846  3.141
C  3.615  -3.674  2.918
H  -0.530  4.303  3.256
C  -5.464  1.937  1.683
C  3.913  3.032  2.936
C  -0.765  2.531  -1.033
H  -1.301  3.126  -1.770
H  -4.634  0.782  3.290
C  2.226  0.046  -4.244
H  -6.378  2.163  2.216
N  1.781  -0.334  -3.031
C  2.019  -0.760  -5.331
C  0.622  2.171  -1.544
H  -0.059  -5.454  3.242
C  4.758  2.028  2.560
C  2.516  2.881  2.754
C  -3.117  1.359  0.316
C  -3.304  -1.518  -3.286
C  -3.312  0.874  1.605
H  -1.209  2.208  2.136
P  -1.605  0.969  -0.576
C  2.437  -1.798  1.959
N  0.703  1.488  1.925
H  -3.197  -1.490  -5.429
C  0.229  3.597  2.950
H  4.552  -1.859  2.258
H  1.917  0.306  -2.242
C  1.331  -1.960  -5.141
H  -1.954  -2.057  1.451
C  -2.080  0.118  -4.557
C  -1.690  0.748  -3.381
H  -1.074  1.635  -3.447
H  1.152  -2.619  -5.981
H  5.826  2.146  2.682
H  -1.768  0.526  -5.509
C  -4.485  1.162  2.289
H  2.728  1.002  -4.277
C  1.234  -2.534  2.107
H  0.314  -3.227  -3.732
H  -3.256  -1.292  -1.161
H  -3.942  -2.390  -3.249
C  1.092  -1.466  -2.807
C  3.612  -2.376  2.360
H  1.894  4.769  3.600
H  4.559  -4.103  3.224
H  -2.132  -4.306  2.484

Forces on the atoms, in the same order (eV/Å):
C 0.027 0.015 0.015
H 0.004 -0.004 0.002
N -0.144 0.027 0.130
C -0.033 0.014 -0.016
C -0.056 -0.020 0.039
C 0.028 -0.015 0.012
C -0.001 0.004 -0.021
C 0.004 -0.012 -0.012
C -0.006 -0.004 -0.004
H 0.002 -0.004 -0.001
N 0.013 0.060 -0.061
H 0.001 0.005 0.001
C 0.024 -0.018 0.011
S -0.038 0.024 -0.013
C -0.014 0.033 -0.020
H -0.001 0.012 -0.004
C -0.015 -0.031 0.005
C -0.001 -0.001 -0.033
O 0.009 -0.020 -0.003
H 0.072 -0.038 -0.034
H 0.006 -0.003 0.001
C -0.005 -0.009 0.010
C -0.018 -0.001 0.037
O -0.181 -0.011 -0.050
H -0.003 -0.005 -0.005
C 0.031 0.026 -0.011
H -0.002 0.002 -0.001
C -0.006 -0.007 0.003
W 0.451 0.004 -0.358
C -0.020 -0.003 0.001
C -0.037 -0.018 0.009
H 0.005 0.004 0.003
C 0.039 -0.009 -0.004
C 0.000 -0.026 -0.009
C 0.008 -0.029 -0.003
H 0.013 -0.008 -0.004
H -0.008 0.001 0.002
C -0.007 -0.022 -0.045
H -0.005 -0.003 0.000
N -0.008 0.027 0.018
C 0.011 0.025 0.031
C -0.001 0.072 -0.018
H -0.002 -0.002 0.001
C -0.026 0.012 0.004
C 0.039 -0.008 -0.021
C 0.004 0.068 -0.086
C 0.001 0.004 -0.002
C -0.086 -0.027 0.111
H 0.037 0.022 0.000
P -0.033 -0.057 0.198
C -0.036 -0.075 0.032
N 0.029 0.040 0.031
H 0.003 0.000 -0.002
C 0.014 0.003 0.006
H 0.004 0.006 -0.004
H 0.000 0.007 0.009
C -0.011 0.002 0.015
H -0.005 0.004 0.001
C 0.003 0.000 0.008
C -0.008 -0.013 -0.006
H 0.011 0.010 0.002
H 0.005 0.002 -0.005
H 0.003 0.002 0.001
H 0.000 -0.002 -0.001
C -0.043 0.024 0.001
H 0.004 0.001 -0.007
C -0.040 -0.037 0.019
H -0.001 0.001 0.006
H 0.003 0.004 0.006
H -0.001 -0.003 -0.001
C 0.007 -0.033 0.031
C -0.013 0.010 0.047
H -0.001 0.003 0.000
H 0.002 -0.003 0.002
H -0.001 0.001 -0.001

Calculated values
Max |F|   0.0112 Eh/bohr
Charge   +2
Highest occupied orbital energy (alpha / beta)   -0.483 / -0.496 hartree
Relative energy (zero: lowest compared OMol25 entry of this formula, charge and spin)   5.92 kcal/mol
2S+1   3
E_tot   -70835.5749 eV
Expectation value of S²   2.043

Atom charges from the Mulliken analysis, given in e for atoms 1 to 4: number 1, C, carries 0.60; number 2, H, carries 0.45; number 3, N, carries 0.41; number 4, C, carries -0.78


> What is the formula in the second record?

C37H29Cl3GeN9ORuS2


> E_tot of number 2 (C37H29Cl3GeN9ORuS2)?

-172634.8460 eV


> The highest max |F| belongs to which entry?

C37H29Cl3GeN9ORuS2